DFT (wB97M-V/def2-TZVPD) results for a molecular structure, C24H32LaN10O4PSSe in a non-equilibrium geometry.

```
! wB97M-V def2-TZVPD RIJCOSX def2/J DEFGRID3
* xyz 1 2
La -0.09 -0.01 0.57
Se 0.29 -5.11 -0.65
S 1.09 -2.07 -2.29
P 0.07 1.08 -2.78
O -0.42 1.38 2.26
O 1.95 -1.40 1.28
O 0.17 3.55 2.30
O -3.39 2.55 -1.29
N -0.05 -3.21 -0.18
N -0.92 3.08 -4.52
N -2.64 -0.89 -0.38
N -1.02 0.80 -5.35
N -0.47 -5.60 0.88
N -1.65 1.59 -0.12
N -0.93 -2.12 1.75
N 1.10 1.95 -5.25
N 2.20 1.53 0.89
N 3.53 -0.54 2.62
C -3.34 0.18 -1.11
C 2.71 1.74 2.11
C 2.84 3.76 0.29
C 0.27 -2.15 -0.87
C -0.90 0.11 -4.06
C 4.06 -2.52 1.31
C -1.83 -3.45 3.52
C 2.28 2.53 0.01
C 3.33 3.98 1.57
C -0.76 2.72 -3.07
C -1.49 -4.62 2.86
C -1.74 2.02 -5.27
C 1.50 1.44 -3.92
C 0.28 0.98 -5.98
C 3.09 -1.44 1.73
C -2.78 1.57 -0.82
C 3.27 2.94 2.48
C 0.44 3.20 -5.20
C -0.42 2.62 1.80
C -0.86 -4.53 1.61
C -0.63 -3.24 1.09
C 2.70 0.57 3.08
C -1.52 -2.22 2.95
C -1.24 2.86 0.49
H 3.74 4.94 1.84
H -2.11 3.45 0.75
H -1.70 -5.59 3.27
H -4.41 0.23 -0.89
H 4.26 -3.18 2.15
H -2.34 -3.48 4.48
H 3.65 3.08 3.49
H -1.89 -0.12 -3.68
H 5.00 -2.09 0.98
H -2.67 1.90 -4.73
H 1.02 3.94 -4.64
H -1.75 -1.29 3.45
H -1.42 3.97 -4.59
H -1.93 2.42 -6.26
H 3.05 0.89 4.05
H 0.80 0.03 -6.03
H 3.61 -3.09 0.50
H 0.26 3.58 -6.21
H -2.78 -1.78 -0.83
H -0.62 3.48 -0.17
H 0.13 1.35 -7.00
H -3.26 0.00 -2.18
H -0.38 -0.83 -4.20
H 1.89 2.31 -0.98
H 4.49 -0.57 2.92
H -3.06 -0.97 0.54
H 2.16 2.17 -3.46
H 2.88 4.53 -0.47
H -1.75 2.76 -2.60
H -0.16 3.50 -2.61
H 1.67 0.21 3.20
H 2.07 0.52 -4.05
*
```

E_HOMO (spin up / spin down) (eV): -9.260 / -9.232
⟨S²⟩: 0.78
Relative energy (zero: lowest compared OMol25 entry of this formula, charge and spin) (kcal/mol): 22.6
Largest force on an atom (hartree/bohr): 0.050
Total energy (eV): -134825.1950


DFT (wB97M-V/def2-TZVPD) results for a molecular structure, C24H32MnN2O5PS2 in a non-equilibrium geometry.

```
! wB97M-V def2-TZVPD RIJCOSX def2/J DEFGRID3
* xyz -1 6
Mn -0.42 1.00 -0.01
S 1.93 0.24 -0.29
S 3.74 0.60 2.11
P -2.54 0.88 -1.69
O -2.06 0.75 -3.08
O -2.07 2.33 -0.99
O -4.15 0.99 -1.74
O 0.29 2.87 0.94
O -2.09 -0.09 -0.63
N 1.17 0.62 2.28
N -0.13 0.42 1.97
C -1.46 3.11 4.11
C 3.33 2.05 4.50
C 2.11 0.49 1.42
C 4.11 2.24 6.78
C 2.08 1.69 4.98
C -4.59 1.73 0.55
C -5.04 0.88 -0.63
C -2.06 3.60 -1.66
C -1.05 1.11 2.66
C -6.40 1.38 -1.13
C -0.55 5.24 3.51
C -2.30 0.35 3.03
C -2.31 4.65 -0.56
C 4.35 2.31 5.42
C 1.84 1.62 6.34
C -3.15 3.66 -2.73
C -0.14 3.32 2.06
C -1.31 4.45 4.37
C -0.67 3.78 -2.27
C -5.12 -0.59 -0.22
C -0.86 2.50 3.00
C 3.58 2.19 3.04
C 0.00 4.69 2.38
C 2.85 1.91 7.25
H -3.56 1.49 0.82
H -4.14 3.54 -2.29
H -4.11 -0.95 -0.03
H -2.03 2.49 4.80
H -2.29 5.65 -0.99
H 4.91 2.46 7.47
H -3.11 4.62 -3.25
H -5.54 -1.18 -1.03
H -5.23 1.56 1.41
H 2.76 2.72 2.54
H -0.40 6.29 3.73
H 4.52 2.71 2.86
H 2.66 1.87 8.31
H -1.76 4.90 5.25
H -4.63 2.79 0.29
H 0.86 1.34 6.70
H -3.28 4.49 -0.09
H -6.31 2.42 -1.44
H -0.58 4.77 -2.71
H -7.13 1.30 -0.34
H -5.72 -0.72 0.68
H 0.56 5.30 1.68
H -2.07 -0.33 3.85
H 0.07 3.66 -1.48
H -2.99 2.86 -3.45
H 5.33 2.57 5.06
H -0.51 3.02 -3.03
H 1.29 1.46 4.28
H -6.73 0.80 -1.99
H -2.62 -0.25 2.18
H -3.10 1.02 3.33
H -1.54 4.57 0.20
*
```

E_HOMO (spin up / spin down) (eV): -4.639 / -4.693
⟨S²⟩: 8.76
Largest force on an atom (hartree/bohr): 0.044
Total energy (eV): -100911.9992